No. 1
The following is a DFT calculation (ωB97M-V/def2-TZVPD) of the molecule C31H36N2O7.

Properties
SMILES: C=CCOc1ccc([C@H]2/C(=C(\O)c3ccc4c(c3)C[C@@H](C)O4)C(=O)C(=O)N2CCN2CCOCC2)cc1OCC
Energy relative to the best compared isomer or geometry (same formula, charge and spin) in kcal/mol: 21.3
Total charge: 0
Gap between HOMO and LUMO in eV: 7.97

Last column: Löwdin charge in e.
Positions of all 76 atoms, in Å:
1 C -5.213 2.221 1.457  0.03
2 C -5.720 1.004 1.480  -0.16
3 C -5.162 -0.147 2.271  -0.20
4 O -3.932 0.108 2.908  -0.08
5 C -2.783 0.163 2.161  -0.20
6 C -2.764 0.044 0.776  0.00
7 C -1.586 0.124 0.059  -0.01
8 C -0.385 0.337 0.716  -0.18
9 C -0.390 0.443 2.095  0.06
10 C -1.562 0.350 2.839  -0.19
11 O -1.390 0.527 4.182  -0.04
12 C -2.268 -0.066 5.123  -0.24
13 C -2.264 -1.589 5.047  -0.06
14 H -2.865 -1.996 5.855  0.08
15 H -1.247 -1.965 5.137  0.08
16 H -2.677 -1.923 4.099  0.07
17 H -1.869 0.264 6.086  0.12
18 H -3.285 0.319 5.009  0.11
19 H 0.528 0.597 2.639  0.13
20 C 0.904 0.433 -0.070  -0.18
21 N 0.788 1.369 -1.165  -0.01
22 C 0.898 0.822 -2.396  -0.37
23 O 0.788 1.418 -3.446  0.10
24 C 1.173 -0.668 -2.201  -0.25
25 O 1.346 -1.465 -3.099  0.12
26 C 1.211 -0.873 -0.763  -0.04
27 C 1.589 -1.983 -0.081  -0.19
28 C 1.850 -3.285 -0.699  -0.15
29 C 2.970 -4.019 -0.306  -0.02
30 C 3.269 -5.247 -0.873  0.02
31 C 2.408 -5.736 -1.840  -0.22
32 C 1.266 -5.024 -2.219  -0.13
33 C 0.976 -3.806 -1.660  0.05
34 H 0.091 -3.262 -1.942  0.13
35 C 0.545 -5.829 -3.257  -0.05
36 H 0.374 -5.251 -4.165  0.13
37 H -0.421 -6.180 -2.887  0.12
38 C 1.529 -6.994 -3.505  -0.32
39 C 2.189 -6.913 -4.876  -0.03
40 H 2.660 -5.941 -5.002  0.09
41 H 1.445 -7.054 -5.656  0.08
42 H 2.949 -7.685 -4.968  0.08
43 H 1.051 -7.973 -3.380  0.15
44 O 2.546 -6.907 -2.490  0.02
45 H 4.147 -5.801 -0.584  0.12
46 H 3.654 -3.605 0.423  0.12
47 O 1.767 -1.878 1.255  0.11
48 H 2.020 -2.736 1.623  0.12
49 C 0.510 2.764 -0.951  -0.10
50 H 0.145 3.156 -1.902  0.12
51 H -0.269 2.872 -0.191  0.13
52 C 1.764 3.530 -0.506  -0.17
53 N 1.457 4.927 -0.266  -0.17
54 C 1.390 5.706 -1.492  -0.16
55 H 0.674 5.250 -2.175  0.12
56 C 0.932 7.125 -1.155  -0.20
57 O 1.808 7.746 -0.243  -0.13
58 C 1.908 6.985 0.936  -0.20
59 H 2.614 7.510 1.582  0.12
60 C 2.391 5.564 0.647  -0.17
61 H 2.422 4.997 1.580  0.12
62 H 3.410 5.608 0.222  0.13
63 H 0.926 6.933 1.430  0.13
64 H 0.925 7.752 -2.048  0.13
65 H -0.081 7.082 -0.727  0.13
66 H 2.374 5.751 -1.991  0.13
67 H 2.555 3.400 -1.265  0.14
68 H 2.120 3.098 0.433  0.12
69 H 1.719 0.722 0.607  0.16
70 H -1.608 0.036 -1.017  0.13
71 H -3.688 -0.085 0.237  0.11
72 H -5.094 -1.043 1.636  0.13
73 H -5.850 -0.377 3.094  0.14
74 H -6.615 0.756 0.925  0.10
75 H -5.661 3.011 0.881  0.06
76 H -4.325 2.475 2.012  0.07

***

No. 2
The following is a DFT calculation (ωB97M-V/def2-TZVPD) of a cluster of 2 separate species, C8H8BrO2S in total.

Properties
Energy relative to the best compared isomer or geometry (same formula, charge and spin) in kcal/mol: 24.5
Total charge: -1
Gap between HOMO and LUMO (spin up / spin down) in eV: 6.23 / 6.38

Last column: Löwdin charge in e.
Positions of all 20 atoms, in Å:
1 C -2.242 1.256 0.661  -0.13
2 C -1.093 1.125 1.422  -0.10
3 C -2.414 0.131 -0.096  -0.13
4 C -0.623 -0.195 1.139  -0.37
5 C 3.183 -0.036 0.532  -1.16
6 C 1.769 -0.242 -1.744  -0.18
7 C 0.474 -0.968 1.556  0.12
8 C 2.222 0.311 -0.417  -0.73
9 O 3.544 0.679 1.460  -0.16
10 O -1.473 -0.794 0.246  0.00
11 S 3.841 -1.616 0.193  0.44
12 Br 1.545 2.019 -0.171  0.83
13 H -2.976 2.131 0.564  0.12
14 H -0.565 1.764 2.195  0.13
15 H -2.935 -0.101 -1.006  0.11
16 H 1.903 0.404 -2.515  0.02
17 H 2.206 -1.245 -1.882  0.05
18 H 0.784 -0.524 -1.836  0.03
19 H 1.255 -0.456 2.066  0.05
20 H 0.442 -2.021 1.473  0.06

***

No. 3
The following is a DFT calculation (ωB97M-V/def2-TZVPD) of a structure of composition C33H33BrN5O6Y.

Properties
Energy relative to the best compared isomer or geometry (same formula, charge and spin) in kcal/mol: 7.7
Total charge: 0
Gap between HOMO and LUMO in eV: 7.64

Last column: Löwdin charge in e.
Positions of all 79 atoms, in Å:
1 Y 0.237 -0.182 -0.051  1.57
2 C -3.019 1.188 -0.569  -0.10
3 N -2.135 0.689 -1.637  -0.21
4 C -2.937 -0.241 -2.448  -0.20
5 C -2.183 -1.232 -3.319  -0.17
6 C -1.498 -2.350 -2.551  -0.22
7 N -0.250 -1.995 -1.876  -0.03
8 C 0.779 -2.657 -2.274  -0.11
9 C 2.061 -2.744 -1.621  -0.16
10 C 3.172 -3.204 -2.351  -0.06
11 C 4.370 -3.462 -1.737  -0.11
12 C 4.456 -3.320 -0.342  -0.08
13 C 3.378 -2.921 0.405  -0.02
14 C 2.142 -2.592 -0.209  -0.39
15 O 1.136 -2.181 0.492  -0.20
16 C -1.760 1.883 -2.423  -0.21
17 C -0.825 1.714 -3.619  -0.15
18 C 0.523 1.042 -3.312  -0.20
19 N 0.885 1.334 -1.935  -0.04
20 C 1.486 2.441 -1.716  -0.10
21 C 1.631 3.067 -0.418  -0.16
22 C 2.662 3.997 -0.221  -0.05
23 C 2.817 4.655 0.977  -0.10
24 C 1.880 4.427 1.993  -0.08
25 C 0.834 3.552 1.814  -0.01
26 C 0.689 2.813 0.618  -0.36
27 O -0.272 1.943 0.483  -0.23
28 H -3.897 1.695 -0.996  0.10
29 H -2.470 1.888 0.057  0.07
30 H -3.370 0.355 0.036  0.07
31 H -3.642 0.339 -3.063  0.13
32 H -3.549 -0.827 -1.756  0.12
33 H -1.472 -0.750 -3.986  0.09
34 H -2.927 -1.703 -3.968  0.12
35 H -1.316 -3.189 -3.233  0.11
36 H -2.192 -2.721 -1.787  0.11
37 H 0.679 -3.280 -3.173  0.13
38 H 3.067 -3.349 -3.422  0.11
39 H 5.226 -3.793 -2.309  0.09
40 H 5.393 -3.540 0.157  0.10
41 H 3.439 -2.821 1.481  0.12
42 H -1.302 2.573 -1.715  0.11
43 H -2.684 2.358 -2.789  0.12
44 H -0.626 2.734 -3.964  0.12
45 H -1.319 1.214 -4.453  0.10
46 H 1.285 1.405 -4.010  0.12
47 H 0.459 -0.039 -3.426  0.08
48 H 1.887 3.003 -2.570  0.14
49 H 3.355 4.182 -1.036  0.11
50 H 3.633 5.347 1.127  0.10
51 H 1.980 4.948 2.938  0.11
52 H 0.113 3.374 2.602  0.12
53 O 2.536 0.224 0.008  -0.08
54 C 3.315 0.637 0.869  -0.15
55 C 3.015 0.917 2.237  -0.11
56 C 4.019 1.534 2.992  0.05
57 C 3.794 1.853 4.303  -0.16
58 C 2.571 1.534 4.926  0.01
59 C 1.584 0.922 4.217  0.01
60 C 1.735 0.613 2.824  -0.34
61 O 0.778 0.098 2.180  -0.12
62 N 4.832 2.525 5.064  -0.37
63 O 5.886 2.777 4.505  0.06
64 O 4.594 2.805 6.227  0.06
65 H 4.358 0.821 0.566  0.14
66 H 4.971 1.774 2.537  0.13
67 H 2.438 1.786 5.969  0.12
68 H 0.638 0.669 4.679  0.12
69 Br -4.261 -3.236 4.506  0.78
70 C -3.180 -2.415 3.200  -0.68
71 C -2.603 -3.178 2.201  -0.09
72 C -1.815 -2.529 1.266  -0.11
73 N -1.608 -1.212 1.285  -0.01
74 C -2.154 -0.493 2.269  -0.13
75 C -2.955 -1.049 3.248  -0.08
76 H -2.745 -4.247 2.154  0.11
77 H -1.299 -3.077 0.488  0.10
78 H -1.921 0.566 2.270  0.12
79 H -3.380 -0.435 4.028  0.11

***

No. 4
The following is a DFT calculation (ωB97M-V/def2-TZVPD) of a structure of composition C2H2ClN3.

Properties
Energy relative to the best compared isomer or geometry (same formula, charge and spin) in kcal/mol: 73.4
Total charge: 0
Gap between HOMO and LUMO (spin up / spin down) in eV: 9.19 / 9.19

Last column: Löwdin charge in e.
Positions of all 8 atoms, in Å:
1 C 0.912 0.944 0.293  -0.34
2 C 0.682 -0.426 0.625  -0.68
3 N 1.273 1.973 -0.097  0.17
4 N -1.327 0.248 -0.835  0.03
5 N -1.046 -0.698 -0.168  0.00
6 Cl 1.737 -1.555 -0.110  0.67
7 H 0.056 -0.649 1.469  0.07
8 H -2.288 0.163 -1.177  0.08

***

No. 5
The following is a DFT calculation (ωB97M-V/def2-TZVPD) of the molecule C3H5N3.

Properties
SMILES: Cn1cncn1
Energy relative to the best compared isomer or geometry (same formula, charge and spin) in kcal/mol: 13.9
Total charge: 0
Gap between HOMO and LUMO in eV: 10.85

Last column: Löwdin charge in e.
Positions of all 11 atoms, in Å:
1 C 0.749 0.374 -1.419  -0.02
2 N 0.105 0.232 -0.102  -0.18
3 C -1.087 -0.362 0.097  -0.19
4 N -1.295 -0.629 1.362  0.06
5 C -0.155 -0.180 1.945  -0.24
6 N 0.736 0.345 1.117  0.08
7 H 0.750 1.390 -1.831  0.08
8 H 1.778 0.020 -1.354  0.08
9 H 0.223 -0.265 -2.141  0.09
10 H -1.775 -0.622 -0.694  0.12
11 H -0.030 -0.302 3.019  0.10

***

No. 6
The following is a DFT calculation (ωB97M-V/def2-TZVPD) of a cluster of 4 separate species, C5H20NO5 in total.

Properties
Energy relative to the best compared isomer or geometry (same formula, charge and spin) in kcal/mol: 12.9
Total charge: +1
Gap between HOMO and LUMO in eV: 11.48

Last column: Löwdin charge in e.
Positions of all 31 atoms, in Å:
1 C -0.847 -0.600 1.700  -0.18
2 O -2.012 0.124 1.353  -0.08
3 C 0.335 0.033 0.943  -0.25
4 C 1.599 -0.842 1.012  -0.13
5 C 2.446 -1.007 -0.262  -0.17
6 C 3.225 0.232 -0.635  -0.21
7 O 2.379 1.232 -1.232  -0.07
8 N -0.073 0.393 -0.482  0.22
9 H -0.892 -1.633 1.336  0.14
10 H -0.634 -0.573 2.764  0.14
11 H -2.776 -0.446 1.505  0.09
12 H 0.480 0.992 1.421  0.13
13 H 1.321 -1.805 1.412  0.12
14 H 2.228 -0.336 1.736  0.12
15 H 3.152 -1.791 0.029  0.13
16 H 1.815 -1.442 -1.045  0.12
17 H 4.140 0.059 -1.195  0.13
18 H 3.556 0.673 0.291  0.12
19 H 2.624 1.305 -2.158  0.10
20 H 0.559 -0.091 -1.115  0.11
21 H 0.105 1.393 -0.605  0.14
22 H -1.030 0.057 -0.630  0.12
23 H -2.885 -1.124 -2.733  0.07
24 H -1.434 -0.965 -3.205  0.06
25 O -2.074 -0.605 -2.577  -0.05
26 H -4.345 0.106 -0.196  0.06
27 H -3.363 -0.856 -0.778  -0.01
28 O -4.119 -0.832 -0.184  -0.03
29 H -1.605 2.100 1.303  0.04
30 H -0.968 3.574 1.285  0.07
31 O -0.907 2.677 0.944  -0.04